No. 1
{"formula": "C8H12Cl2O4", "method": "ωB97M-V/def2-TZVPD", "homo_lumo_gap_ev": 11.31, "multiplicity": 1, "lumo_ha": 0.023, "species": ["Cl", "Cl", "O", "O", "O", "O", "C", "C", "C", "C", "C", "C", "C", "C", "H", "H", "H", "H", "H", "H", "H", "H", "H", "H", "H", "H"], "coordinates": [[-3.3958, 1.0192, -2.6676], [-3.0369, 1.5008, 0.2017], [-1.6499, -0.1937, -1.2290], [0.2896, 0.3148, -0.0272], [0.0013, 2.0013, -2.3351], [-1.4773, 3.4447, -1.3695], [0.6762, -1.7538, 1.3707], [0.1875, 0.6112, 2.2862], [-0.0660, -0.4224, 1.1730], [-2.2109, 1.1459, -1.3373], [-1.1633, 2.2948, -1.6662], [2.1909, -1.7095, 1.1639], [-0.2063, -0.2565, -1.2243], [0.3002, 0.5500, -2.4025], [-0.4115, 1.4886, 2.1239], [-1.1080, -0.6801, 1.1430], [0.5001, -2.0745, 2.3898], [0.2572, -2.4898, 0.6531], [-0.0515, 0.1957, 3.2913], [2.7094, -1.2561, 2.0134], [1.3726, 0.4226, -2.4506], [-0.0150, 0.1343, -3.3361], [0.0465, -1.3229, -1.3224], [2.4737, -1.1544, 0.2606], [2.5456, -2.7226, 1.0470], [1.2419, 0.9125, 2.2504]], "lowdin_charge": [0.70, 0.71, -0.16, -0.06, 0.05, 0.09, -0.20, -0.02, -0.37, -1.06, -0.47, -0.09, -0.31, -0.04, 0.06, 0.12, 0.11, 0.11, 0.10, 0.08, 0.13, 0.13, 0.17, 0.07, 0.06, 0.09]}



No. 2
{"formula": "C8H12ClN2O4P", "method": "ωB97M-V/def2-TZVPD", "homo_lumo_gap_ev": 3.42, "multiplicity": 1, "lumo_ha": -0.125, "species": ["Cl", "P", "O", "O", "O", "O", "N", "N", "C", "C", "C", "C", "C", "C", "C", "C", "H", "H", "H", "H", "H", "H", "H", "H", "H", "H", "H", "H"], "coordinates": [[-0.1743, 5.1822, -1.0897], [-1.3855, -2.6788, -2.7944], [-0.4974, -3.4985, -4.0493], [-1.9960, -1.1698, -3.4188], [-1.3637, 2.8407, -0.3430], [-2.6502, 1.9239, 1.4701], [1.6077, -1.9279, 1.1361], [1.3218, -3.2242, 0.8308], [1.1979, -0.6359, 0.4692], [0.2014, -0.7478, -0.8698], [-1.4555, 2.4406, 1.0701], [0.4219, -3.4795, -0.3261], [0.6051, 1.1517, 2.3194], [-0.2326, -2.3006, -1.3171], [1.6982, 0.8288, 1.0961], [-0.1753, 2.5818, 2.1329], [-0.1779, 0.2172, -1.4484], [2.7399, 0.6791, 1.6580], [-0.2404, 0.3092, 2.3022], [2.2363, -1.7889, 1.9875], [-0.9873, -3.2407, -4.9060], [-0.6850, 2.8201, 3.1850], [0.5206, 3.4918, 1.8950], [1.7411, 1.6802, 0.2917], [-0.4920, 3.3176, -0.4923], [0.1234, -4.5904, -0.5980], [1.0857, 1.1105, 3.3857], [-2.9878, -1.2921, -3.5770]], "lowdin_charge": [-0.44, 0.89, -0.34, -0.33, -0.14, -0.09, -0.01, 0.04, -0.02, 0.11, -0.29, -0.01, -0.19, -0.22, -0.10, -0.11, 0.13, 0.13, 0.13, 0.18, 0.09, 0.14, 0.12, 0.14, -0.14, 0.13, 0.12, 0.09]}



No. 3
{"formula": "C8H12CoN2P", "method": "ωB97M-V/def2-TZVPD", "homo_lumo_gap_ev": [3.75, 7.84], "multiplicity": 5, "s2": 6.035, "lumo_ha": [0.016, -0.017], "species": ["Co", "P", "N", "N", "C", "C", "C", "C", "C", "C", "C", "C", "H", "H", "H", "H", "H", "H", "H", "H", "H", "H", "H", "H"], "coordinates": [[-0.0938, -0.5056, -0.4966], [-0.3653, -2.5769, -0.3301], [0.1870, 0.2504, 1.1549], [0.2145, -0.5039, 2.2990], [0.5775, 0.2238, 3.3697], [0.6977, -0.0269, -2.3338], [-0.6494, 1.7450, -1.6034], [0.5395, 1.5250, 1.5366], [-0.7178, -0.4284, -2.4642], [0.7119, 1.3164, -1.8160], [0.7936, 1.5334, 2.9158], [-1.5194, 0.6897, -2.0294], [-0.5584, -3.0523, 0.9832], [0.5972, 2.3329, 0.8259], [0.6424, -0.2207, 4.3405], [1.0844, 2.3734, 3.4918], [-0.9499, 2.6204, -1.0590], [-1.4342, -3.1618, -1.0303], [1.5383, -0.5818, -2.7046], [-1.0604, -1.2888, -3.0167], [1.6105, 1.8431, -1.5640], [0.7648, -3.2794, -0.7782], [-0.0198, -1.4927, 2.2723], [-2.5909, 0.6655, -1.9633]], "lowdin_spin": [2.47, 0.10, 0.27, 0.21, 0.22, 0.01, 0.12, 0.23, 0.03, 0.11, 0.02, 0.10, 0.02, 0.02, 0.02, 0.00, 0.01, 0.01, 0.00, 0.00, 0.01, 0.01, 0.00, 0.01]}



No. 4
{"formula": "C8H12CuN2P", "method": "ωB97M-V/def2-TZVPD", "homo_lumo_gap_ev": [2.62, 4.17], "total_charge": -1, "multiplicity": 2, "s2": 0.753, "lumo_ha": [0.115, 0.107], "species": ["Cu", "P", "N", "N", "C", "C", "C", "C", "C", "C", "C", "C", "H", "H", "H", "H", "H", "H", "H", "H", "H", "H", "H", "H"], "coordinates": [[0.5893, -0.4999, -1.5767], [-0.7065, 2.1177, -0.2659], [0.7242, -0.1050, 1.3325], [0.2965, -0.6383, 3.4272], [1.4128, -1.3829, 3.0449], [0.0290, 1.3054, -1.6442], [-1.0440, -0.6892, -0.7976], [-0.9513, -1.4650, -1.9393], [-0.2302, 0.6321, -2.8512], [-0.0930, 0.1017, 2.3554], [1.6648, -1.0460, 1.7264], [-0.3784, -0.7453, -3.0538], [-0.1478, -0.6120, 4.3338], [-1.0107, 3.4268, -0.6920], [0.4332, 2.2639, 0.5682], [2.4319, -1.4086, 1.0521], [-0.9559, 0.7942, 2.3983], [-0.2399, 1.2349, -3.7567], [-0.1009, -1.2340, -3.9906], [-1.2737, -2.5050, -2.1063], [-1.5223, -0.9857, 0.1426], [-1.8041, 1.5074, 0.4169], [1.9482, -2.0478, 3.7012], [0.9288, 1.9806, -1.8253]], "lowdin_spin": [0.41, 0.03, 0.01, 0.00, 0.02, 0.07, 0.07, 0.05, 0.08, 0.02, 0.06, 0.05, 0.01, 0.00, 0.01, 0.05, 0.00, 0.00, 0.01, 0.00, 0.01, 0.01, 0.00, 0.02]}



No. 5
{"formula": "C8H12F2MnO5V", "method": "ωB97M-V/def2-TZVPD", "homo_lumo_gap_ev": [6.56, 7.05], "total_charge": 2, "multiplicity": 7, "s2": 12.028, "lumo_ha": [-0.382, -0.364], "species": ["Mn", "V", "F", "F", "O", "O", "O", "O", "O", "C", "C", "C", "C", "C", "C", "C", "C", "H", "H", "H", "H", "H", "H", "H", "H", "H", "H", "H", "H"], "coordinates": [[-1.1376, -1.2073, 3.5129], [1.8810, 0.6260, 2.4203], [-0.8247, 0.6950, 3.9652], [0.3169, -0.7566, 2.1357], [-4.1734, 0.7676, 1.2356], [2.1677, 0.3613, 0.3669], [-2.5993, -0.5098, 2.0561], [3.5544, -1.2502, -0.1828], [3.2195, 1.2945, 2.6485], [3.7257, -2.3057, -1.1972], [-2.9418, 0.2973, 1.2111], [-2.2305, 0.7911, -0.0371], [3.0952, -1.6828, -2.4256], [2.5582, -0.4663, -0.4688], [-4.3576, 1.8622, 0.3002], [-2.9664, 2.1265, -0.2587], [1.9834, -0.8303, -1.8188], [3.2003, -3.1786, -0.8084], [-2.3782, 0.0833, -0.8562], [-1.1521, 0.9243, 0.0267], [3.8713, -1.1153, -2.9352], [2.6597, -2.3924, -3.1261], [-4.5148, 2.7474, 0.9195], [-5.2213, 1.7136, -0.3354], [4.7847, -2.5375, -1.2370], [1.0079, -1.2779, -1.6179], [-2.4275, 2.8611, 0.3344], [-2.9423, 2.3537, -1.3222], [1.8415, 0.0059, -2.5055]], "lowdin_spin": [4.79, 1.19, 0.10, 0.05, 0.00, 0.01, 0.04, 0.00, -0.20, 0.00, 0.01, 0.00, 0.00, 0.00, 0.00, 0.00, 0.00, 0.00, 0.00, 0.00, 0.00, 0.00, 0.00, 0.00, 0.00, 0.00, 0.00, 0.00, 0.00]}



No. 6
{"formula": "C8H12F3NP", "method": "ωB97M-V/def2-TZVPD", "homo_lumo_gap_ev": 9.02, "total_charge": 1, "multiplicity": 1, "lumo_ha": -0.181, "species": ["P", "F", "F", "F", "N", "C", "C", "C", "C", "C", "C", "C", "C", "H", "H", "H", "H", "H", "H", "H", "H", "H", "H", "H", "H"], "coordinates": [[0.5708, 0.8056, 0.1440], [4.9700, -0.6816, 0.8262], [4.7896, -0.3984, -1.3598], [4.8214, 1.3352, -0.0097], [2.2048, 0.9641, 0.0307], [2.9222, -0.1266, -0.1087], [4.4074, 0.0540, -0.1407], [0.0484, 2.0640, 1.3683], [1.1884, -1.8370, 0.2087], [-1.2531, -1.3322, 0.4025], [0.2297, -0.8850, 0.7108], [-0.3223, 1.0806, -2.0501], [2.4192, -1.5312, -0.2245], [1.0180, -2.9060, 0.3297], [-0.9851, 2.1625, 1.3781], [0.4509, 1.5610, 2.3870], [-0.8302, 0.1085, -2.2252], [-1.9905, -0.9927, 1.0305], [3.1918, -2.3065, -0.4656], [0.2609, -0.8743, 1.8664], [0.6151, 1.1935, -2.5230], [-1.0101, 1.9449, -1.8678], [-1.2354, -2.3805, 0.7318], [0.5971, 3.0807, 1.2249], [-1.3271, -1.2644, -0.6265]], "lowdin_charge": [1.00, 0.18, 0.15, 0.16, -0.03, -0.18, -0.58, -0.17, -0.09, -0.04, -0.44, 0.06, 0.01, 0.14, 0.01, 0.12, 0.03, 0.06, 0.15, 0.17, 0.00, 0.05, 0.10, 0.11, 0.04]}



Number 1: F_max 3.36 eV/A, total energy -1533.352974 Eh. Number 2: F_max 8.49 eV/A, total energy -1523.674744 Eh. Number 3: F_max 2.83 eV/A, total energy -2145.458140 Eh. Number 4: F_max 9.99 eV/A, total energy -2402.964429 Eh. Number 5: F_max 3.12 eV/A, total energy -2982.415882 Eh. Number 6: F_max 4.26 eV/A, total energy -1007.422376 Eh.